No. 1
Density functional theory data (ωB97M-V with the def2-TZVPD basis set) for a molecular structure, C4H8O2 at a distorted geometry.

Each line ends with the Löwdin charge.
Positions of all 14 atoms, in Å:
1 C -1.1216 -0.4671 0.6160  -0.12
2 C 1.3655 0.1634 0.4535  -0.01
3 C -0.3369 0.4036 -1.4896  -0.01
4 C -0.0921 0.4214 0.0852  -0.68
5 O -0.8876 -1.5390 1.3729  0.09
6 O -0.8209 1.2826 0.8230  -0.02
7 H -0.0052 -1.4847 1.7705  0.12
8 H -2.1467 -0.4697 0.2574  0.15
9 H 1.7059 -0.8231 0.1266  0.09
10 H 1.9741 0.9307 -0.0193  0.09
11 H 1.5010 0.2461 1.5313  0.09
12 H 0.2156 1.2764 -1.8352  0.07
13 H 0.0346 -0.5046 -1.9646  0.08
14 H -1.3856 0.5642 -1.7277  0.08

The lowest unoccupied orbital energy comes out at 0.63 eV. The frontier orbital gap comes out at 9.69 eV. The HOMO energy comes out at -9.06 eV. The relative energy (zero: lowest compared OMol25 entry of this formula, charge and spin) is 69.0 kcal per mole. The charge is 0.

---

No. 2
Density functional theory data (ωB97M-V with the def2-TZVPD basis set) for a molecular structure, C34H42N3O2SbSeSn at a distorted geometry.

Each line ends with the Löwdin charge.
Positions of all 84 atoms, in Å:
1 Sn -19.8448 -7.9959 3.6585  0.94
2 O -25.0299 -7.3514 8.4757  -0.06
3 C -25.2898 -7.1055 7.2639  -0.68
4 O -26.3297 -6.8747 6.6481  0.00
5 C -24.0511 -7.3009 6.3797  -0.08
6 C -22.8868 -7.7033 6.9917  0.07
7 C -21.7114 -7.9065 6.2719  -0.18
8 N -21.7357 -7.7244 4.9320  0.00
9 C -22.8602 -7.3176 4.3350  -0.19
10 C -24.0470 -7.0426 5.0098  0.08
11 C -22.7893 -7.0646 2.8422  -0.17
12 C -23.8863 -6.8890 1.9837  0.01
13 C -23.7058 -6.7109 0.6460  -0.04
14 C -22.4169 -6.7221 0.1569  -0.04
15 C -21.3598 -6.8922 1.0304  -0.13
16 N -21.5584 -7.1479 2.3274  -0.08
17 C -20.4268 -8.2995 6.8691  -0.16
18 C -20.2091 -8.5804 8.2574  0.03
19 C -18.9443 -8.9824 8.6749  -0.02
20 C -17.9204 -9.1297 7.7255  -0.03
21 C -18.1875 -8.8235 6.4043  -0.16
22 N -19.3803 -8.4667 5.9958  -0.05
23 H -22.9973 -7.7117 8.1273  0.15
24 H -24.9499 -6.8254 4.4160  0.13
25 H -24.8723 -6.9469 2.4214  0.11
26 H -24.5027 -6.5765 -0.0501  0.11
27 H -22.1849 -6.5287 -0.9024  0.12
28 H -20.3380 -6.9075 0.6790  0.07
29 H -21.0136 -8.5376 8.9214  0.09
30 H -18.6952 -9.1115 9.7215  0.11
31 H -16.9458 -9.4205 8.0522  0.10
32 H -17.3817 -9.0273 5.6990  0.12
33 C -18.3973 -11.3298 0.1609  -0.13
34 C -18.2763 -10.4265 -1.0892  -0.71
35 C -19.6864 -10.2151 -1.6172  -0.15
36 C -17.4603 -11.1110 -2.2436  -0.09
37 Sb -17.5664 -8.4968 -0.3647  1.55
38 C -16.6635 -7.5000 -2.1393  -0.70
39 C -17.9249 -7.3147 -3.0249  -0.14
40 C -16.0343 -6.1609 -1.7652  -0.14
41 C -15.6151 -8.3333 -2.9104  -0.11
42 C -15.8840 -9.2343 0.9437  -0.69
43 C -14.9556 -7.9398 1.0010  -0.13
44 C -16.4595 -9.5464 2.3265  -0.15
45 C -15.0907 -10.3998 0.3684  -0.13
46 H -18.9223 -12.2471 -0.1315  0.09
47 H -19.0826 -10.8434 0.8393  0.06
48 H -17.4517 -11.5692 0.6232  0.04
49 H -20.0859 -11.1863 -1.9112  0.09
50 H -19.6675 -9.5419 -2.4530  0.05
51 H -20.2938 -9.7777 -0.8578  0.05
52 H -17.8489 -12.0698 -2.4075  0.05
53 H -16.3761 -11.1839 -1.9742  0.07
54 H -17.5183 -10.5703 -3.1964  0.06
55 H -18.6545 -6.7612 -2.4738  0.05
56 H -18.2097 -8.3329 -3.3243  0.05
57 H -17.6483 -6.7933 -3.9442  0.09
58 H -16.7654 -5.4642 -1.3379  0.08
59 H -15.4456 -5.6976 -2.5763  0.08
60 H -15.2152 -6.2389 -1.0043  0.06
61 H -16.0230 -9.0873 -3.5372  0.04
62 H -14.8867 -8.8350 -2.2639  0.06
63 H -14.9965 -7.7039 -3.5531  0.08
64 H -15.4395 -6.9797 1.2615  0.07
65 H -14.3695 -7.8380 0.0772  0.06
66 H -14.2491 -8.1540 1.8169  0.08
67 H -16.6855 -8.5587 2.8152  0.06
68 H -15.6571 -10.0539 2.8621  0.08
69 H -17.3101 -10.1623 2.2669  0.02
70 H -14.7163 -10.1371 -0.6137  0.05
71 H -15.5983 -11.4199 0.3022  0.09
72 H -14.2472 -10.5784 1.0486  0.08
73 Se -18.6272 -5.5684 4.1034  0.57
74 C -17.9341 -5.6638 5.8389  -0.73
75 C -18.7136 -5.0790 6.8430  -0.15
76 C -18.2285 -4.8160 8.1488  -0.07
77 C -16.9153 -5.1383 8.3792  -0.11
78 C -16.1216 -5.8284 7.4488  -0.09
79 C -16.6036 -5.9574 6.1683  -0.15
80 H -19.7357 -4.7400 6.6501  0.10
81 H -18.8892 -4.4197 8.8795  0.10
82 H -16.6275 -4.9791 9.4042  0.10
83 H -15.0573 -6.0240 7.6993  0.12
84 H -16.0160 -6.3289 5.3540  0.09

The lowest unoccupied orbital energy comes out at -1.20 eV. The frontier orbital gap comes out at 6.75 eV. The HOMO energy comes out at -7.94 eV. The relative energy (zero: lowest compared OMol25 entry of this formula, charge and spin) is 0.0 kcal per mole. The charge is 0.

---

No. 3
Density functional theory data (ωB97M-V with the def2-TZVPD basis set) for 12 unconnected molecules or ions with the total composition C54H128B5F20N7O7 at a distorted geometry.

Each line ends with the Löwdin charge.
Positions of all 221 atoms, in Å:
1 C -6.4223 3.1072 1.3931  -0.04
2 O -5.1959 3.5249 2.1090  -0.18
3 C -4.6498 2.3869 2.6576  -0.26
4 C -3.5909 2.7939 3.6613  -0.13
5 N -2.2910 2.6417 3.1233  0.08
6 H -1.5038 2.6587 3.7776  0.20
7 H -2.2529 1.7130 2.7465  0.12
8 C -2.0517 3.5479 1.9442  -0.06
9 C -1.6785 5.0124 2.2830  -0.22
10 O -1.0739 4.9219 3.5022  -0.18
11 C -0.5942 6.1348 3.9927  -0.08
12 H -6.0926 2.5335 0.5106  0.10
13 H -6.9843 3.9570 1.0843  0.07
14 H -7.0717 2.5282 2.0235  0.08
15 H -4.2332 1.6483 1.9708  0.14
16 H -5.4221 1.8743 3.2545  0.14
17 H -3.6205 2.1958 4.5794  0.14
18 H -3.8141 3.8189 3.9999  0.16
19 H -2.8788 3.5763 1.2833  0.12
20 H -1.2319 3.1799 1.3673  0.08
21 H -2.5913 5.6417 2.2267  0.13
22 H -1.0273 5.3734 1.4803  0.12
23 H -1.4155 6.6628 4.4809  0.09
24 H -0.1546 6.7592 3.1754  0.11
25 H 0.2080 5.9645 4.7130  0.10
26 C 0.8113 -0.2569 6.8896  -0.09
27 O 2.0796 -0.8731 6.9761  -0.21
28 C 2.6126 -1.2196 5.6918  -0.18
29 C 3.8193 -2.1260 5.9976  -0.08
30 N 3.4242 -3.2153 6.9468  0.04
31 H 3.0655 -2.7894 7.7802  0.16
32 H 2.6669 -3.7327 6.4713  0.13
33 C 4.4873 -4.1407 7.3897  -0.11
34 C 3.8863 -5.3315 7.9984  -0.23
35 O 3.1623 -5.0029 9.1768  -0.19
36 C 2.7105 -6.1682 9.9527  -0.03
37 H 0.0607 -1.0278 6.6103  0.09
38 H 0.7719 0.5513 6.1465  0.09
39 H 0.6347 0.0675 7.9319  0.10
40 H 2.9667 -0.2497 5.2146  0.15
41 H 1.8936 -1.7947 5.0766  0.12
42 H 4.5584 -1.5123 6.5196  0.14
43 H 4.1649 -2.6225 5.0581  0.15
44 H 5.1539 -3.4761 7.9675  0.16
45 H 4.9442 -4.5037 6.3973  0.17
46 H 4.6760 -6.0364 8.2653  0.14
47 H 3.1739 -5.7693 7.2876  0.14
48 H 1.6616 -6.0797 10.0271  0.07
49 H 3.1747 -6.0592 10.9341  0.10
50 H 2.9295 -7.1130 9.5121  0.08
51 C 3.5713 -8.1092 -0.3856  -0.05
52 O 2.6952 -7.4917 -1.3331  -0.20
53 C 2.9871 -6.1821 -1.6166  -0.22
54 C 1.6593 -5.4997 -1.9956  -0.07
55 N 1.1134 -6.3074 -3.1628  0.08
56 H 1.5530 -6.0488 -4.0581  0.14
57 H 1.3369 -7.2938 -3.0894  0.14
58 C -0.3891 -6.3108 -3.1648  -0.07
59 C -0.8783 -7.0635 -1.9663  -0.20
60 O -1.3372 -6.1533 -1.0192  -0.22
61 C -2.2578 -6.6653 -0.0586  -0.08
62 H 3.0656 -8.9279 0.1142  0.09
63 H 3.8495 -7.3494 0.3594  0.09
64 H 4.4113 -8.5501 -0.8672  0.08
65 H 3.7202 -6.1781 -2.4249  0.15
66 H 3.3738 -5.6755 -0.7004  0.13
67 H 1.9080 -4.5059 -2.3169  0.07
68 H 0.9946 -5.5246 -1.0836  0.15
69 H -0.6856 -6.7548 -4.1026  0.13
70 H -0.6446 -5.3049 -3.0737  0.08
71 H 0.0088 -7.5421 -1.5389  0.13
72 H -1.6201 -7.8293 -2.1602  0.14
73 H -3.0308 -7.2535 -0.5133  0.08
74 H -2.7258 -5.7822 0.4611  0.09
75 H -1.7017 -7.2384 0.7386  0.11
76 C 3.0761 0.5155 1.2225  -0.10
77 C 4.2029 1.5334 1.3719  -0.21
78 C 5.0859 1.9189 0.1069  -0.15
79 C 5.2952 0.8100 -0.9169  -0.09
80 N 5.6693 1.2731 -2.3021  -0.20
81 C 5.7840 0.0405 -3.1943  -0.06
82 C 7.2362 -0.4536 -2.9821  -0.11
83 C 8.0307 0.7469 -2.3858  -0.12
84 C 7.0222 1.9068 -2.3305  -0.09
85 C 4.7211 2.2880 -2.8404  -0.13
86 C 3.3141 1.7866 -3.0246  -0.24
87 C 2.4693 2.7147 -3.8351  -0.09
88 H 2.4655 0.8440 0.4079  0.04
89 H 2.3903 0.6924 2.0586  0.08
90 H 3.3477 -0.5160 1.1508  0.07
91 H 4.9571 1.2574 2.1982  0.12
92 H 3.7487 2.5321 1.6628  0.12
93 H 6.0105 2.2958 0.5058  0.09
94 H 4.6968 2.9120 -0.2878  0.13
95 H 4.3395 0.2865 -1.0902  0.10
96 H 6.0076 0.0502 -0.6957  0.13
97 H 5.6668 0.3242 -4.1965  0.12
98 H 5.0906 -0.7104 -2.8382  0.10
99 H 7.6449 -0.7661 -3.9547  0.13
100 H 7.1591 -1.2346 -2.2704  0.09
101 H 8.8448 0.9445 -3.0940  0.12
102 H 8.4446 0.5458 -1.3989  0.11
103 H 7.1016 2.5497 -3.1741  0.13
104 H 7.2073 2.4374 -1.4020  0.13
105 H 5.0391 2.5294 -3.8200  0.12
106 H 4.7570 3.1643 -2.2729  0.11
107 H 2.8202 1.6188 -2.0879  0.09
108 H 3.3388 0.8670 -3.5658  0.11
109 H 1.4603 2.3465 -3.9267  0.03
110 H 2.8731 2.7953 -4.8887  0.10
111 H 2.3836 3.7817 -3.3994  0.12
112 C -5.8099 5.9939 -6.7878  -0.10
113 C -4.7944 5.2484 -5.9537  -0.26
114 C -4.0868 6.0564 -4.9239  -0.19
115 C -5.1361 6.7915 -4.1020  -0.12
116 N -4.6087 7.6088 -2.9721  -0.25
117 C -4.3253 6.6274 -1.8846  -0.10
118 C -5.6924 6.3497 -1.2406  -0.13
119 C -6.5848 7.5862 -1.5176  -0.09
120 C -5.6375 8.4763 -2.3654  -0.09
121 C -3.2993 8.2733 -3.2910  -0.12
122 C -3.3010 9.2346 -4.5078  -0.20
123 C -1.8214 9.4814 -4.9637  -0.07
124 H -6.2337 5.3550 -7.5732  0.09
125 H -5.3546 6.7482 -7.4359  0.09
126 H -6.6504 6.3126 -6.1895  0.07
127 H -4.0050 4.7594 -6.5738  0.13
128 H -5.2966 4.3895 -5.4611  0.12
129 H -3.4440 6.7587 -5.3844  0.09
130 H -3.4161 5.4303 -4.3426  0.11
131 H -5.9195 6.1109 -3.7068  0.15
132 H -5.6765 7.4917 -4.7352  0.13
133 H -3.5969 7.0899 -1.1900  0.15
134 H -3.8269 5.7719 -2.3335  0.13
135 H -5.4980 6.1842 -0.2034  0.10
136 H -6.1427 5.4265 -1.6110  0.11
137 H -6.9021 8.1574 -0.6614  0.12
138 H -7.4628 7.3430 -2.1735  0.13
139 H -5.0188 9.2079 -1.9437  0.11
140 H -6.1776 9.0446 -3.1603  0.16
141 H -2.5674 7.5075 -3.2892  0.12
142 H -3.0867 8.8890 -2.4414  0.13
143 H -3.8575 10.1962 -4.3106  0.13
144 H -3.8892 8.8908 -5.3713  0.10
145 H -1.7018 10.2384 -5.7517  0.09
146 H -1.4386 8.4912 -5.2943  0.08
147 H -1.2008 9.7830 -4.1277  0.07
148 C -2.1934 1.8135 -4.1004  -0.07
149 C -1.0599 2.0044 -3.0169  -0.22
150 C -0.2650 0.7339 -2.6964  -0.18
151 C -1.1728 -0.1467 -1.9194  -0.13
152 N -0.5510 -1.3501 -1.2357  -0.19
153 C -1.6409 -2.1267 -0.5713  -0.08
154 C -0.9825 -2.8008 0.6515  -0.09
155 C 0.4280 -2.0975 0.8398  -0.10
156 C 0.3146 -0.8926 -0.0382  -0.08
157 C 0.1175 -2.2202 -2.2082  -0.14
158 C -0.6442 -2.7315 -3.4251  -0.19
159 C 0.4305 -3.2209 -4.4449  -0.04
160 H -3.1615 1.6186 -3.6150  0.07
161 H -1.8641 1.0089 -4.6981  0.05
162 H -2.2412 2.7442 -4.6761  0.06
163 H -1.4167 2.5072 -2.1612  0.08
164 H -0.4392 2.7706 -3.5276  0.10
165 H 0.5789 0.9703 -2.0061  0.12
166 H 0.1429 0.3148 -3.5744  0.11
167 H -2.0108 -0.5409 -2.5331  0.14
168 H -1.5459 0.4426 -1.0766  0.13
169 H -2.0523 -2.7982 -1.3089  0.12
170 H -2.5000 -1.4740 -0.3478  0.14
171 H -0.7675 -3.8618 0.3996  0.11
172 H -1.5780 -2.7253 1.5158  0.05
173 H 1.2464 -2.7166 0.4757  0.10
174 H 0.5875 -1.8733 1.9097  0.12
175 H 1.1657 -0.4670 -0.4532  0.07
176 H -0.2939 -0.0689 0.4221  0.13
177 H 0.4160 -3.1396 -1.6680  0.13
178 H 0.9749 -1.6565 -2.5909  0.13
179 H -1.2612 -2.0032 -3.8997  0.09
180 H -1.3255 -3.5292 -3.0571  0.10
181 H -0.0625 -3.8950 -5.1745  0.10
182 H 1.2334 -3.7075 -3.9407  0.04
183 H 0.7970 -2.3424 -4.9221  0.08
184 C -4.0474 -4.0767 5.4704  0.03
185 C -2.6725 -4.4527 5.7461  -0.37
186 O -2.1563 -4.7735 6.7907  0.17
187 N -1.7104 -4.1583 4.5850  0.09
188 H -1.7722 -3.1717 4.3714  0.09
189 H -0.7862 -4.2067 5.0462  0.12
190 C -1.6906 -4.9557 3.3211  0.00
191 H -4.6961 -4.3093 6.3083  0.11
192 H -4.3852 -4.5119 4.5601  0.09
193 H -4.1026 -2.9462 5.2596  0.14
194 H -2.0435 -5.9800 3.6106  0.13
195 H -0.7454 -4.9143 2.8138  0.07
196 H -2.4580 -4.5332 2.6492  0.09
197 B 0.6855 3.4249 0.0475  -1.29
198 F 0.9976 3.8794 1.3264  0.13
199 F 0.2551 2.0723 0.1554  0.09
200 F -0.4411 4.1304 -0.4771  0.07
201 F 1.7779 3.5789 -0.7664  0.16
202 B 3.6933 -2.4033 -1.5140  -1.18
203 F 2.9843 -1.1230 -1.7421  0.02
204 F 3.3623 -2.8775 -0.2537  0.13
205 F 3.3414 -3.2989 -2.5427  0.12
206 F 5.0873 -2.1514 -1.4742  0.10
207 B 1.4083 -4.9355 4.4026  -1.22
208 F 0.9959 -4.1684 5.5431  0.06
209 F 1.1312 -4.2098 3.2511  0.13
210 F 2.8648 -5.0345 4.5764  0.05
211 F 0.8625 -6.1818 4.4097  0.19
212 B 1.4328 -7.4845 -6.0079  -1.17
213 F 2.6137 -7.6117 -5.3435  0.15
214 F 0.4195 -8.0391 -5.1939  0.09
215 F 1.1396 -6.0698 -6.0446  0.05
216 F 1.4790 -8.0635 -7.3505  0.05
217 B -2.6696 -1.0095 3.1295  -1.18
218 F -2.1334 -0.1600 2.1657  0.14
219 F -1.6033 -1.8604 3.5961  0.08
220 F -3.1844 -0.1768 4.1962  0.07
221 F -3.7109 -1.8466 2.7167  0.13

The lowest unoccupied orbital energy comes out at -3.58 eV. The frontier orbital gap comes out at 9.05 eV. The HOMO energy comes out at -12.63 eV. The relative energy (zero: lowest compared OMol25 entry of this formula, charge and spin) is 0.0 kcal per mole. The charge is +2.

---

No. 4
Density functional theory data (ωB97M-V with the def2-TZVPD basis set) for 2 unconnected molecules or ions with the total composition C4H7N2P at a distorted geometry.

Each line ends with the Löwdin charge.
Positions of all 14 atoms, in Å:
1 C 1.9208 -0.4124 0.2849  -0.17
2 C 2.0579 0.7434 -0.5608  -0.13
3 C 0.8079 -0.2903 1.0390  -0.29
4 C 0.9417 1.5069 -0.2908  -0.22
5 N 0.1636 0.8361 0.6555  -0.15
6 N -2.3825 -0.4829 -0.5752  -0.35
7 P -2.2495 0.9377 0.2216  0.88
8 H 2.7616 -1.2237 0.5369  0.13
9 H 2.7270 0.8599 -1.3739  0.07
10 H 0.6565 -1.0374 1.8945  0.12
11 H 0.6200 2.2580 -0.9607  0.07
12 H -2.4009 -0.4445 -1.6427  0.07
13 H -1.5908 -1.1459 -0.5003  0.05
14 H -2.4558 0.4277 1.6200  -0.08

The lowest unoccupied orbital energy comes out at -0.79 eV. The frontier orbital gap comes out at 7.12 eV. The HOMO energy comes out at -7.91 eV. The relative energy (zero: lowest compared OMol25 entry of this formula, charge and spin) is 53.1 kcal per mole. The charge is 0.